106
Properties=species:S:1:pos:R:3:forces:R:3 method="wB97M-V/def2-TZVPD" homo_ha="-0.054 / -0.054" energy_ha=-5108.050788 total_charge=-2 largest_force_ev_per_a=1.5 gap_ev="5.22 / 5.13" lumo_ev="3.760 / 3.670" multiplicity=4
Cr -0.6518 0.1219 0.2555 -0.7777 0.2964 -0.9922
C 4.2506 1.9189 -0.6548 -0.1972 0.0090 0.1168
C 3.0575 0.9678 -0.6652 -0.1111 -0.1917 -0.0755
C 2.8190 0.4567 -2.0873 -0.1233 -0.0689 0.1323
P 1.4011 1.5761 0.0039 1.2012 0.6128 -0.4265
C 1.9171 2.9143 1.2160 -0.3581 -0.2398 0.2362
C 2.1371 2.2806 2.5925 0.2023 0.0298 -0.1717
C 0.9335 4.0879 1.2831 0.0853 -0.0496 -0.0263
C 0.8268 2.5479 -1.4129 -0.2482 -0.1023 -0.0398
C 1.4882 3.6693 -1.9008 -0.1242 -0.0739 -0.0366
C 1.1484 4.2659 -3.1050 0.1664 0.1658 -0.0250
C 1.9057 5.4584 -3.6333 -0.1078 -0.1257 -0.0127
C 0.1054 3.6926 -3.8349 0.0431 -0.0182 0.1337
C -0.5817 2.5940 -3.3725 -0.0286 -0.0772 0.0002
C -0.2507 1.9787 -2.1341 0.2638 0.2545 -0.1165
N -0.8778 0.8777 -1.6625 -0.1615 -0.1655 0.0387
C -1.9066 0.3507 -2.4971 -0.2357 -0.0562 -0.0148
C -1.6356 -0.6184 -3.4781 0.0219 0.0658 0.1042
C -0.2260 -0.9902 -3.8396 -0.0078 0.0295 0.0424
C -2.6953 -1.2078 -4.1577 -0.0314 0.0572 0.0782
C -4.0099 -0.8282 -3.9279 -0.0404 -0.0015 -0.1391
C -5.1368 -1.5461 -4.6215 0.0767 -0.0114 0.0936
C -4.2489 0.2218 -3.0537 -0.0234 0.0565 -0.0431
C -3.2188 0.8290 -2.3479 0.2411 -0.0531 0.0580
C -3.4738 2.0111 -1.4539 -0.0021 -0.0922 -0.1036
H 5.1102 1.3941 -1.0793 0.0093 0.0008 -0.0087
H 4.5223 2.2326 0.3536 0.0667 0.0042 -0.0064
H 4.0651 2.8031 -1.2682 0.0521 0.0482 0.0011
H 3.3034 0.1057 -0.0387 -0.0944 0.0544 0.0295
H 2.6763 1.2881 -2.7800 -0.0040 -0.0052 -0.0512
H 1.9226 -0.1639 -2.1193 0.0348 -0.0843 -0.0870
H 3.6680 -0.1403 -2.4275 0.0137 -0.0421 0.0485
H 2.8742 3.3027 0.8631 -0.0352 -0.0869 -0.0693
H 1.1942 1.9379 3.0154 -0.0058 -0.0596 0.0481
H 2.5706 3.0118 3.2803 -0.0116 0.0224 0.0217
H 2.8132 1.4255 2.5254 -0.0560 -0.0778 0.0889
H -0.0902 3.7323 1.2950 -0.0892 0.0354 0.0296
H 1.0401 4.7439 0.4208 -0.0212 0.0435 0.0357
H 1.1162 4.6688 2.1922 0.0419 0.0105 -0.0054
H 2.3083 4.0870 -1.3264 0.0201 0.0198 -0.0105
H 2.6418 5.7989 -2.9041 0.0204 0.0415 -0.0178
H 1.2348 6.2919 -3.8573 0.0364 0.0442 0.0044
H 2.4349 5.2053 -4.5565 0.0439 0.0719 -0.0019
H -0.1706 4.1219 -4.7939 -0.0186 0.0078 -0.0036
H -1.3796 2.1668 -3.9669 -0.0039 0.0371 -0.0064
H 0.3312 -1.2924 -2.9593 0.0559 -0.0124 0.0508
H 0.2909 -0.1355 -4.2860 0.0108 -0.0016 -0.0148
H -0.2157 -1.8217 -4.5452 -0.0219 0.0302 -0.0593
H -2.4858 -2.0015 -4.8680 0.0174 0.0017 -0.0228
H -4.9448 -1.6344 -5.6932 -0.0440 -0.0077 -0.0107
H -6.0829 -1.0248 -4.4732 -0.0247 -0.0106 -0.0296
H -5.2383 -2.5541 -4.2135 -0.0662 -0.0114 -0.0135
H -5.2664 0.5745 -2.9145 -0.0159 -0.0170 0.0651
H -4.5350 2.1024 -1.2211 -0.0262 0.0218 -0.0243
H -3.1345 2.9236 -1.9542 -0.0405 0.0542 0.0408
H -2.9133 1.9235 -0.5255 -0.0264 0.0750 0.0076
S -2.9859 -0.6599 0.4242 0.1604 0.1957 0.0601
C -2.9122 -2.1367 -0.4743 0.6902 -0.0308 -0.1215
C -4.1628 -2.7360 -0.7707 -0.4522 -0.3132 -0.2992
N -5.2013 -3.1955 -0.9795 0.1061 0.0430 -0.0488
C -1.7410 -2.6909 -0.9153 -0.3659 0.8227 0.4152
S -0.1602 -2.0279 -0.5706 -0.0387 -0.5438 -0.2358
C -1.7866 -3.8743 -1.6936 -0.0422 -0.4919 -0.4225
N -1.8296 -4.8225 -2.3491 0.0378 0.0569 0.0711
C -6.0945 -3.1251 2.0539 -0.0319 0.0148 -0.2224
O -5.8734 -3.4540 3.4146 0.1771 0.1160 0.4067
C -5.1992 -2.5439 4.1704 -0.0787 -0.2173 0.0007
C -4.9144 -1.2470 3.7622 -0.0241 0.0737 -0.1832
C -4.1943 -0.4038 4.5866 -0.3704 0.0262 0.3007
C -3.7667 -0.8113 5.8550 -0.8481 -0.5727 -0.7422
C -4.1039 -2.1047 6.2695 0.1680 0.3557 0.0196
C -4.7945 -2.9603 5.4371 -0.0009 -0.1914 -0.0563
N -3.1937 0.0574 6.7982 0.0928 0.5059 0.5590
N -2.4926 1.0410 6.4709 0.0443 -0.2450 0.8710
C -1.9796 1.1946 5.1909 0.6128 0.5149 -0.9679
C -1.9639 2.4819 4.6691 -0.2549 -0.5743 0.4049
C -1.6774 2.7342 3.3338 0.0391 0.0106 -0.4641
C -1.3227 1.6901 2.4771 -0.1575 0.2352 0.0686
O -1.1263 1.8080 1.2002 -0.3135 0.1581 0.0051
C -1.1381 0.3944 3.0519 0.0146 0.0322 0.3714
N -0.6809 -0.5478 2.1804 0.0836 -0.6546 1.3019
C -0.5881 -1.7884 2.6291 -0.0565 0.0887 -0.5138
C -0.8267 -2.1360 3.9610 -0.1635 0.1956 0.5404
C -1.2280 -1.1827 4.8565 0.2821 -0.3354 -0.2847
C -1.4653 0.1254 4.3908 0.4127 0.3795 -0.0369
H -6.5263 -4.0129 1.5981 0.0523 0.0534 -0.0377
H -5.1642 -2.8757 1.5377 -0.1320 -0.0179 0.1872
H -6.7988 -2.2931 1.9528 0.0392 -0.0113 -0.0017
H -5.2293 -0.8868 2.7932 0.0804 -0.0226 -0.0268
H -3.9863 0.6021 4.2489 -0.1266 -0.0720 -0.0762
H -3.7914 -2.4305 7.2539 -0.0432 0.0179 0.0479
H -5.0290 -3.9708 5.7467 0.0011 -0.0042 0.0034
H -2.3030 3.2843 5.3133 0.0307 0.0185 0.0274
H -1.7736 3.7364 2.9391 0.0266 -0.0047 -0.0623
H -0.3559 -2.5515 1.9020 0.1454 0.0492 -0.0404
H -0.7033 -3.1652 4.2658 0.1271 0.0002 -0.0349
H -1.3698 -1.4286 5.8997 0.0071 -0.0093 -0.0544
Te 2.4866 -1.9379 1.6125 0.5827 -0.1719 0.5153
C 4.3238 -2.9755 1.5081 -0.0793 0.0222 0.1651
C 4.9715 -3.4310 0.3919 -0.0756 0.0864 -0.1606
C 6.1297 -4.2088 0.6553 0.1247 -0.0442 0.0349
C 6.3783 -4.3447 1.9849 -0.0813 0.0729 0.3286
S 5.1830 -3.5118 2.9157 -0.0046 -0.0187 -0.3389
H 4.6001 -3.2153 -0.6002 -0.0135 -0.0359 -0.0244
H 6.7462 -4.6556 -0.1140 0.0142 0.0032 -0.0142
H 7.1738 -4.8805 2.4780 0.0603 -0.0244 -0.0735